# CFNO2

A 2-piece molecular cluster, CFNO2 overall (ωB97M-V/def2-TZVPD, the Open Molecules 2025 dataset).

lowest unoccupied orbital energy (alpha / beta): 0.00035 / -0.03106 Eh
HOMO level (alpha / beta): -9.63 / -8.79 eV
Kohn-Sham gap (alpha / beta): 9.64 / 7.95 eV
energy above the lowest of the compared OMol25 structures with the same formula, charge and spin: 31.6 kcal/mol

Geometry as XYZ:
```
5
CFNO2, DFT ωB97M-V/def2-TZVPD
C 1.00557 -0.09444 -0.29127
N -1.75670 -0.25703 0.15705
O 1.43669 0.61293 0.58167
O -2.24994 0.66309 0.62428
F 1.56438 -0.92455 -1.07172
```

***

# CFNO2P

A 2-piece molecular cluster, CFNO2P overall (ωB97M-V/def2-TZVPD, the Open Molecules 2025 dataset).

lowest unoccupied orbital energy: 0.09137 Eh
net charge: -1
HOMO level: -5.00 eV
Kohn-Sham gap: 7.49 eV
energy above the lowest of the compared OMol25 structures with the same formula, charge and spin: 85.8 kcal/mol

Geometry as XYZ:
```
6
CFNO2P, DFT ωB97M-V/def2-TZVPD
C 0.79799 0.39832 -0.41973
N 1.95222 0.48774 -0.48733
O -1.41703 1.10317 0.90612
O -1.70427 -0.53154 -1.14963
F 0.35135 -2.03188 1.76786
P -0.92650 0.11560 -0.09429
```

***

# CFNO3

CFNO3 in the gas phase (ωB97M-V/def2-TZVPD, the Open Molecules 2025 dataset).

lowest unoccupied orbital energy: -0.06676 Eh
HOMO level: -12.86 eV
SMILES string: O=C(F)[N+](=O)[O-]
Kohn-Sham gap: 11.04 eV
energy above the lowest of the compared OMol25 structures with the same formula, charge and spin: 62.2 kcal/mol

Geometry as XYZ:
```
6
CFNO3, DFT ωB97M-V/def2-TZVPD
C 0.04094 0.65639 -0.23570
N 0.17297 -0.54000 0.45934
O 0.25251 1.77372 -0.25649
O 0.89370 -1.36879 -0.03580
O -0.50661 -0.54420 1.49268
F -0.85351 0.02288 -1.42403
```

***

# CFNO3

A 2-piece molecular cluster, CFNO3 overall (ωB97M-V/def2-TZVPD, the Open Molecules 2025 dataset).

lowest unoccupied orbital energy: -0.03195 Eh
HOMO level: -12.31 eV
SMILES string: O=C=O.O=NF
Kohn-Sham gap: 11.44 eV
energy above the lowest of the compared OMol25 structures with the same formula, charge and spin: 0.0 kcal/mol

Geometry as XYZ:
```
6
CFNO3, DFT ωB97M-V/def2-TZVPD
C 1.54914 0.53732 0.46021
N -1.83783 -0.87498 -0.17454
O 0.49904 0.67979 0.95373
O 2.59546 0.47034 -0.03421
O -2.11564 0.24000 -0.12995
F -0.69017 -1.05247 -1.07525
```

***

# CH10F3KO8S

CH10F3KO8S as an isolated structure (ωB97M-V/def2-TZVPD, the Open Molecules 2025 dataset).

lowest unoccupied orbital energy: -0.04503 Eh
HOMO level: -7.75 eV
Kohn-Sham gap: 6.52 eV

Geometry as XYZ:
```
24
CH10F3KO8S, DFT ωB97M-V/def2-TZVPD
K -0.06486 -1.26848 -0.18983
C 0.16228 2.43356 0.60085
F -0.56093 1.40948 0.26317
F -0.58293 3.22342 1.35509
F 1.25995 2.18201 1.24895
S 0.58136 3.44899 -1.03637
O 1.07328 4.75872 -0.63668
O 1.55554 2.63882 -1.74422
O -0.71827 3.43833 -1.70946
O 2.65375 -1.05144 -0.53443
H 3.46231 -0.65659 -0.86086
H 2.68152 -0.90803 0.41156
O 1.73463 -1.56945 2.13483
H 2.11572 -1.34211 2.98296
H 0.92244 -2.02724 2.35163
O -1.38612 -2.57883 1.93330
H -2.29927 -2.61198 1.64819
H -1.43470 -2.51432 2.88708
O -0.84111 0.02915 -2.44270
H -1.56149 -0.02731 -3.07047
H -0.05449 0.08892 -2.98481
O -2.51423 -2.30465 -0.88940
H -3.05144 -2.40359 -0.10336
H -3.13304 -2.38743 -1.61497
```

***

# CH10N3

A 2-piece molecular cluster, CH10N3 overall (ωB97M-V/def2-TZVPD, the Open Molecules 2025 dataset).

lowest unoccupied orbital energy (alpha / beta): -0.28063 / -0.49401 Eh
net charge: +2
HOMO level (alpha / beta): -20.93 / -21.04 eV
Kohn-Sham gap (alpha / beta): 13.30 / 7.60 eV
multiplicity: 2
energy above the lowest of the compared OMol25 structures with the same formula, charge and spin: 0.0 kcal/mol

Geometry as XYZ:
```
14
CH10N3, DFT ωB97M-V/def2-TZVPD
N -1.55049 1.47048 0.14544
H -2.08164 0.64415 0.38900
H -0.43938 1.28288 0.24647
H -1.83528 2.17917 0.83283
H -1.77423 1.89286 -0.74656
N 0.97236 0.53597 0.29926
C 0.84951 -0.92661 0.24640
N 0.00731 -1.52385 -0.69380
H 1.67385 0.73727 1.01888
H 1.45077 0.87861 -0.54227
H 0.50085 -1.27963 1.22643
H 1.90269 -1.31760 0.18803
H 0.13851 -1.41291 -1.71343
H -0.21777 -2.49467 -0.50718
```

***

# CH10N3O2

A 3-piece molecular cluster, CH10N3O2 overall (ωB97M-V/def2-TZVPD, the Open Molecules 2025 dataset).

lowest unoccupied orbital energy (alpha / beta): 0.02140 / 0.02015 Eh
HOMO level (alpha / beta): -3.78 / -8.65 eV
Kohn-Sham gap (alpha / beta): 4.36 / 9.20 eV
multiplicity: 2
energy above the lowest of the compared OMol25 structures with the same formula, charge and spin: 4.9 kcal/mol

Geometry as XYZ:
```
16
CH10N3O2, DFT ωB97M-V/def2-TZVPD
N -0.62288 0.65771 -0.59831
C -1.56514 -0.14753 -0.01101
N -1.28856 -0.97712 1.05976
N -2.80502 -0.35040 -0.64166
H 0.22174 0.91042 -0.08097
H -0.96493 1.18294 -1.38347
H -0.96690 -1.93414 0.83723
H -1.95762 -1.03349 1.81132
H -3.10486 0.16413 -1.44142
H -3.36959 -1.11665 -0.34735
H 2.35464 0.44743 0.58586
H 1.70677 1.04773 1.85963
O 1.56666 0.41581 1.15352
H 3.37830 -0.63092 -1.09578
H 4.42864 0.43705 -1.12607
O 3.50058 0.30266 -0.89091
```

***

# CH10NO3

A 4-piece molecular cluster, CH10NO3 overall (ωB97M-V/def2-TZVPD, the Open Molecules 2025 dataset).

lowest unoccupied orbital energy: -0.15063 Eh
net charge: +1
HOMO level: -15.43 eV
Kohn-Sham gap: 11.33 eV
energy above the lowest of the compared OMol25 structures with the same formula, charge and spin: 1.5 kcal/mol

Geometry as XYZ:
```
15
CH10NO3, DFT ωB97M-V/def2-TZVPD
C -0.60207 -0.58801 0.26699
N -0.79909 0.65902 0.11724
H -0.58394 -1.07846 1.22363
H -0.23914 -1.14047 -0.59856
H -0.70927 1.03464 -0.89968
H -0.93391 1.31966 0.88586
H 0.60759 1.03895 3.41430
H 1.80797 1.27180 2.60904
O 0.85297 1.17299 2.48800
H 2.24304 -2.55369 0.29135
H 1.59103 -2.98249 -1.05164
O 1.45014 -2.47223 -0.24907
H -0.76270 0.97961 -3.30494
H -2.19951 1.28710 -2.78237
O -1.26684 1.27992 -2.54230
```